The following is a quantum chemistry calculation of a cluster of 2 separate species, C6H18NO in total, from the OMol25 dataset.

- Orbital gap: 11.2 eV
- HOMO level: -14.43 eV

Geometry as ORCA input:
```
! RIJCOSX wB97M-V def2-TZVPD def2/J DEFGRID3
* xyz 1 1
H 0.6267 -2.9031 0.7869
O 1.7312 -2.9427 -2.4874
C -0.3274 -1.4091 -1.0964
H 0.2158 -0.7380 -1.7650
H 1.4072 0.4428 -0.0730
H 1.5569 -3.8143 -2.8443
H -1.3549 -1.1876 -1.3719
H 0.5515 0.8464 1.3978
N 1.0197 -1.9672 0.7866
H -1.4982 3.3257 2.5477
C -1.5365 2.0831 0.7449
H -0.7372 4.0629 1.1922
C 0.4448 0.4353 0.3959
C -0.5145 1.4481 -0.2254
C -0.8789 3.0985 1.6789
H -2.2783 2.5894 0.1354
H -0.9694 -1.1899 0.9227
H -2.0162 1.3141 1.3388
H 2.4264 -2.5580 -3.0195
C -0.0617 -0.9895 0.3606
H 0.0818 2.7382 2.0496
H 0.0057 2.2978 -0.6724
H -1.1327 1.0678 -1.0424
H 1.7299 -1.9888 0.0447
H -0.0465 -2.4096 -1.3819
H 1.5548 -1.6523 1.5970
*
```

=====

The following is a quantum chemistry calculation of a structure of composition C3H4FO2Tb, from the OMol25 dataset.

- ⟨S²⟩: 15.78
- Orbital gap (spin up / spin down): 5.3 / 5.1 eV
- HOMO level (spin up / spin down): -22.39 / -21.95 eV

Geometry as ORCA input:
```
! RIJCOSX wB97M-V def2-TZVPD def2/J DEFGRID3
* xyz 3 8
C 2.0514 0.4061 0.9363
F 2.9961 1.1717 1.4010
O 1.7731 -0.5693 1.7188
C 0.5435 -1.0460 2.0081
C -2.1250 0.2565 -2.3024
H -0.3224 -0.5155 1.6200
Tb 0.8932 1.1509 -1.1485
O -1.0234 0.7790 -2.3863
H 0.5548 -1.8843 2.6965
H -2.7131 0.0856 -3.2174
H -2.6282 0.1653 -1.3261
*
```

=====

The following is a quantum chemistry calculation of the ion C6H5O8 with charge -3, from the OMol25 dataset.

- Orbital gap: 7.0 eV
- HOMO level: 1.55 eV
- SMILES string: O=C([O-])CO[C@H](C(=O)[O-])[C@@H](O)C(=O)[O-]

Geometry as ORCA input:
```
! RIJCOSX wB97M-V def2-TZVPD def2/J DEFGRID3
* xyz -3 1
O 0.0185 -0.9280 -4.1489
O 1.7761 1.8879 0.6363
H 0.4047 -1.7209 1.1043
C 0.5557 -0.7111 1.4936
H -0.0750 0.9309 -2.4142
C -0.1556 -0.6889 2.8913
O -0.2681 2.7032 0.3802
H -1.1474 0.2721 0.5662
O -1.0148 0.1786 3.1367
O 2.0016 -0.4353 1.5366
H 2.1118 0.5070 1.1991
C -0.8513 -0.9036 -3.2070
C -0.6307 0.0775 -2.0147
O 0.1100 -1.6448 3.6669
O -1.9362 -1.5443 -3.2385
H -1.5729 0.4009 -1.6152
C -0.0600 0.2448 0.4183
C 0.5216 1.7524 0.4985
O 0.2123 -0.3785 -0.8898
*
```

=====

The following is a quantum chemistry calculation of the ion C3H5N2 with charge +1, from the OMol25 dataset.

- Orbital gap: 11.1 eV
- HOMO level: -14.94 eV
- SMILES string: c1c[nH+]c[nH]1

Geometry as ORCA input:
```
! RIJCOSX wB97M-V def2-TZVPD def2/J DEFGRID3
* xyz 1 1
C -0.8653 -0.4460 -0.6207
H 0.6643 1.9831 0.9365
H 1.8146 -0.5887 1.1051
H -1.8698 -0.7554 -1.2578
C 0.2058 -1.2140 -0.1948
H 0.6025 -2.3025 -0.2443
H -1.1580 1.7471 -0.6624
N -0.7251 0.8932 -0.2118
C 0.3921 0.9700 0.4926
N 0.9390 -0.2869 0.6576
*
```

=====

The following is a quantum chemistry calculation of a cluster of 2 separate species, C4H10N2O2 in total, from the OMol25 dataset.

- Orbital gap (spin up / spin down): 8.4 / 8.4 eV
- HOMO level (spin up / spin down): -7.37 / -7.37 eV

Geometry as ORCA input:
```
! RIJCOSX wB97M-V def2-TZVPD def2/J DEFGRID3
* xyz 0 1
C 0.3119 -2.4425 -0.7635
H 0.4933 3.3846 0.4861
C 0.3699 0.4986 -0.8672
H 0.4848 0.1089 -1.9300
H -0.2623 -2.1341 -1.7610
C 0.7088 2.4049 0.4256
O 1.3567 -1.6007 -0.4583
H -2.6146 1.2385 0.3410
H -1.9821 -0.5997 2.0317
H -0.0501 1.8631 1.0713
H 0.4640 -0.5497 0.9006
H -0.3502 -2.5271 0.1488
O 0.6414 1.8645 -0.9136
C -1.7642 0.5402 0.3784
H 0.8345 -3.3449 -0.9941
H 1.7720 1.9518 0.6793
N 1.0135 -0.3304 0.0474
N -1.4272 -0.3261 1.1776
*
```

=====

The following is a quantum chemistry calculation of a cluster of 2 separate species, C4H12O4 in total, from the OMol25 dataset.

- Orbital gap: 10.7 eV
- HOMO level: -9.93 eV
- SMILES string: OCCO.OCCO

Geometry as ORCA input:
```
! RIJCOSX wB97M-V def2-TZVPD def2/J DEFGRID3
* xyz 0 1
H 1.4086 1.8933 -5.1303
H -0.0104 0.7159 -3.4282
H 0.3872 -2.1676 5.7555
O 0.4226 -2.5201 2.3966
H -0.8939 3.4992 -4.7156
O 0.1994 -0.6109 4.3208
H -2.2446 2.2635 -2.7145
H 1.8619 -2.8292 3.7327
H -1.5180 1.0149 -4.3414
H 0.2003 -1.5662 2.4300
O -1.3794 1.8718 -2.4727
C -0.7590 1.4885 -3.6894
C -0.1346 2.7662 -4.3815
C -0.0225 -1.9880 4.7429
O 0.6815 2.4461 -5.4853
C 0.7580 -2.9113 3.7168
H 1.1606 -0.4908 4.1719
H 0.4997 3.2615 -3.6213
H -1.1134 -2.1714 4.7838
H 0.4959 -3.9656 3.9294
*
```

=====

The following is a quantum chemistry calculation of a cluster of 2 separate species, C5H14NO in total, from the OMol25 dataset.

- ⟨S²⟩: 0.75
- Orbital gap (spin up / spin down): 4.2 / 10.5 eV
- HOMO level (spin up / spin down): -3.28 / -9.80 eV

Geometry as ORCA input:
```
! RIJCOSX wB97M-V def2-TZVPD def2/J DEFGRID3
* xyz 0 2
H -2.5520 0.0536 -0.9066
C 1.8720 -2.5854 1.1592
C 1.2058 -1.6306 0.2071
N -1.6375 0.1975 -0.4325
H 1.2705 0.1004 1.4646
H 1.5416 0.7246 -1.4132
O -2.2972 2.9740 -0.0149
H -0.2247 -0.4041 -1.8560
H -0.8075 1.3245 -1.9583
H -2.0511 2.7143 0.8946
H 2.0869 -1.9296 2.0134
H 0.8806 1.6504 -0.0153
H 1.1984 -3.3085 1.6214
H 2.8376 -3.0257 0.9536
H -1.6048 0.9530 0.3012
C -0.4833 0.5118 -1.3250
C 1.0996 -0.3268 0.4808
H -1.4762 -0.6438 0.1381
H -2.9925 3.6337 0.1498
C 0.8407 0.7229 -0.5886
H 1.2930 -1.7061 -0.8734
*
```

=====

The following is a quantum chemistry calculation of an isolated molecule of C4H7NO2, from the OMol25 dataset.

- Orbital gap: 9.7 eV
- HOMO level: -9.21 eV
- SMILES string: [H]/N=C\C(=C/O)CO

Geometry as ORCA input:
```
! RIJCOSX wB97M-V def2-TZVPD def2/J DEFGRID3
* xyz 0 1
H -2.3625 -0.2736 0.3159
H 1.4011 0.5088 -1.7441
H -0.7177 -1.7435 0.8461
C -0.1623 0.0145 -0.3557
H -1.2597 0.5693 -2.1316
C -0.3352 -0.7151 0.9272
H 2.0263 -0.4050 0.8429
C -1.2508 0.1873 -1.1121
O -2.4886 -0.0950 -0.6366
C 1.2302 0.5212 -0.6641
N -0.0103 -0.3124 2.0901
O 2.2456 -0.2722 -0.0904
H 1.3298 1.5691 -0.3363
H 0.2938 0.6670 2.0418
*
```